63
Properties=species:S:1:pos:R:3:forces:R:3 method="wB97M-V/def2-TZVPD" e_lumo_ev=0.5946 spin_multiplicity=1 e_homo_ev=-8.082 e_above_lowest_kcal_mol=3.99 homo_lumo_gap_ev=8.7 charge=0 smiles=Cc1ccc(Cl)cc1N1CCN([C@@H](CC(C)C)c2nnnn2C[C@@H]2CCCO2)CC1
Cl -4.12132 1.17705 2.12809 -0.06 0.08 0.16
O -2.24487 2.87743 -1.14109 0.01 -0.25 -0.07
N 0.81774 0.95838 -1.64012 1.41 -0.54 0.37
N -1.43283 -2.60954 -0.00124 -0.04 -0.23 0.07
N 1.28210 1.35619 -2.82917 -1.14 0.43 -0.40
N 2.91356 0.47136 -1.76746 0.24 -0.48 0.91
N 2.51229 1.06292 -2.88208 0.51 0.22 -0.85
N 0.74052 -1.23617 0.30177 -0.02 -0.06 0.02
C 3.96090 0.23614 1.67116 0.20 -0.11 -0.14
C -0.54378 1.17857 -1.25555 -0.93 0.61 -0.06
C -2.46381 -1.68417 -0.12473 -0.39 0.20 -0.03
C -4.58177 0.16708 -0.33905 0.00 0.05 0.07
C -0.84401 2.69108 -1.21589 0.51 -0.14 -0.19
C -2.57084 3.61645 0.02408 -0.11 0.25 0.28
C -0.47863 -2.77612 -1.08709 0.22 -0.14 -0.11
C 3.18479 -0.75167 0.79445 -0.18 0.21 0.21
C -1.40593 3.41247 0.98725 -0.14 -0.03 -0.24
C -3.31912 -1.70220 -1.24496 0.07 0.00 -0.05
C -2.74382 -0.77331 0.89874 0.04 -0.05 0.04
C -4.32925 -0.75730 -1.33714 0.09 0.10 0.13
C -0.80481 -2.81637 1.28231 0.05 -0.02 0.08
C 0.30442 -1.77854 1.57125 -0.02 0.12 0.05
C 1.79599 -0.23615 0.36842 0.13 -0.22 0.17
C 0.92598 -2.30735 -0.65585 -0.13 -0.05 -0.05
C 4.24355 1.54287 0.93531 -0.06 -0.11 0.20
C 5.27383 -0.40423 2.11747 -0.29 0.11 0.07
C 1.86530 0.40491 -0.97671 -0.46 0.43 -0.40
C -3.79456 0.11612 0.79311 -0.01 -0.10 -0.18
C -0.23001 3.37636 0.01410 -0.16 0.04 -0.14
C -3.24068 -2.75781 -2.31209 0.01 0.05 0.01
H -1.32946 4.20806 1.72381 0.00 0.00 0.08
H -0.43385 -3.82994 -1.38868 -0.01 0.08 -0.12
H -0.06323 -0.95068 2.18410 0.02 -0.02 0.06
H 0.63243 2.83409 0.39789 0.11 0.00 0.00
H -5.38301 0.88123 -0.43011 -0.09 0.08 0.03
H -4.24107 -2.96613 -2.68604 -0.03 -0.04 -0.04
H 5.82305 0.26820 2.77206 0.11 0.04 0.07
H -0.80337 -2.17894 -1.93570 0.01 -0.04 -0.01
H 0.08328 4.38989 -0.23794 0.06 -0.01 0.01
H 1.47458 -1.94202 -1.52410 0.02 -0.07 -0.01
H 1.50227 -3.14293 -0.22756 0.03 0.03 -0.04
H -1.20617 0.72550 -1.99793 0.04 -0.08 0.11
H 3.36119 0.45563 2.56436 -0.02 -0.03 -0.03
H -4.96564 -0.76511 -2.20990 -0.08 -0.03 -0.10
H -3.52292 3.24530 0.40289 0.05 0.07 -0.01
H -1.51266 2.45754 1.50238 -0.03 -0.03 0.07
H 1.45190 0.50990 1.10040 0.04 -0.02 -0.03
H -0.72471 0.70767 -0.28913 0.05 0.00 -0.11
H 3.32532 2.08559 0.72217 -0.08 0.14 -0.09
H -0.47383 3.12466 -2.15532 -0.06 -0.05 0.19
H -1.56150 -2.81247 2.06682 0.07 -0.06 0.01
H 1.11844 -2.27037 2.13145 -0.05 0.02 -0.02
H -2.67692 4.67997 -0.23363 -0.01 -0.07 0.04
H 4.74182 1.34141 -0.00921 0.06 0.03 -0.11
H -2.82231 -3.67734 -1.91384 0.04 -0.12 -0.03
H 4.88062 2.18502 1.53935 0.04 0.11 0.06
H -0.36348 -3.81810 1.25372 -0.04 0.06 0.09
H 5.09019 -1.33137 2.65654 0.04 -0.13 0.05
H 3.05338 -1.67986 1.35492 -0.02 -0.04 -0.02
H 3.76852 -0.97468 -0.09893 0.05 -0.10 0.02
H 5.89486 -0.62507 1.25270 0.12 -0.04 -0.11
H -2.63736 -2.43740 -3.16139 0.08 -0.07 -0.07
H -2.15130 -0.75174 1.79653 0.10 0.01 0.10


63
Properties=species:S:1:pos:R:3:forces:R:3 method="wB97M-V/def2-TZVPD" e_lumo_ev=0.4761 spin_multiplicity=1 e_homo_ev=-8.054 e_above_lowest_kcal_mol=4.64 homo_lumo_gap_ev=8.5 charge=0 smiles=Cc1ccc(Cl)cc1N1CCN([C@@H](CC(C)C)c2nnnn2C[C@@H]2CCCO2)CC1
Cl 5.61121 -1.82992 1.51261 0.05 -0.13 0.09
O -4.74866 2.47460 0.28975 -0.18 -0.13 -0.08
N -0.45528 -0.14907 -0.36212 0.15 -0.08 -0.03
N -3.61247 -1.00194 2.28562 -0.26 -0.13 0.94
N -2.48531 -1.40526 1.71567 0.83 -0.37 -0.56
N -4.33575 -0.36311 1.47000 -1.16 0.67 -0.37
N 1.94626 1.38802 -0.07563 -0.14 0.19 0.12
N -3.68943 -0.31152 0.30059 1.16 -0.83 0.54
C -3.20213 -3.73886 -0.72066 0.25 -0.17 0.02
C 1.11298 1.03649 1.05401 -0.12 -0.22 0.15
C -1.75734 -3.68968 -1.21190 -0.02 0.07 -0.03
C 3.82008 2.99578 -1.57884 0.03 -0.06 0.01
C 5.08023 -0.46996 0.57838 0.03 0.17 -0.14
C -0.91849 -2.63910 -0.47027 -0.09 -0.01 -0.14
C -2.59788 3.36848 0.46118 -0.26 -0.03 0.00
C 1.17604 1.38275 -1.30124 -0.13 -0.29 -0.27
C 4.20699 1.72870 -0.87267 -0.05 0.01 -0.04
C -2.56940 2.33068 -0.66385 -0.23 0.00 0.10
C 5.53073 1.32056 -0.91050 -0.06 -0.15 0.05
C 3.74794 -0.10630 0.62172 -0.07 0.01 0.01
C -4.04407 1.89923 -0.79043 0.10 -0.28 -0.43
C 0.33150 -0.26726 0.85483 0.07 0.22 0.22
C -4.24527 0.36541 -0.83172 -0.47 0.82 -0.30
C -1.71069 -3.50034 -2.72806 0.08 -0.12 0.28
C -1.45834 -1.19861 -0.55147 0.26 -0.18 -0.07
C -2.52035 -0.98535 0.47059 -0.74 0.34 -0.01
C 5.98605 0.22174 -0.20333 -0.01 -0.08 0.06
C -3.82343 2.92726 1.25990 0.30 0.15 0.26
C 0.42895 0.05520 -1.49263 0.05 0.27 -0.08
C 3.28117 0.98024 -0.12110 0.50 -0.05 0.00
H 7.02105 -0.07592 -0.24221 0.10 -0.05 0.03
H -2.19862 2.74483 -1.59967 0.05 -0.03 -0.06
H -4.30265 3.73402 1.81460 0.05 -0.04 0.01
H -5.32108 0.17224 -0.82652 0.15 -0.08 -0.09
H 1.83040 1.54177 -2.15507 -0.01 0.09 0.00
H 1.02606 -1.11866 0.79680 -0.02 -0.02 0.03
H 4.64659 3.70216 -1.53904 0.02 0.07 -0.03
H -1.93664 1.48576 -0.38624 -0.02 0.12 -0.07
H -3.57084 2.11870 1.95873 -0.03 0.06 -0.03
H 0.38963 1.85167 1.17655 -0.02 -0.08 0.10
H 1.16902 -0.75680 -1.59915 -0.04 0.00 -0.05
H 3.07727 -0.68053 1.23901 -0.07 -0.07 0.03
H -3.75407 -2.85402 -1.03222 -0.12 0.12 -0.02
H -2.20726 -4.33213 -3.22196 -0.06 -0.05 -0.11
H -0.33952 -0.43051 1.69959 0.13 0.00 0.00
H -2.21550 -2.58565 -3.03259 -0.07 0.12 -0.08
H 0.08800 -2.65230 -0.89485 0.06 0.02 0.04
H -0.16513 0.10517 -2.40860 0.01 -0.02 -0.04
H 1.72410 0.98294 1.95477 -0.03 0.04 0.00
H 2.95069 3.44451 -1.10605 -0.08 0.08 -0.01
H -3.70828 -4.60844 -1.13410 -0.10 -0.05 -0.06
H -1.69042 3.36910 1.06045 0.08 0.04 0.03
H 3.59389 2.81738 -2.63067 -0.08 0.06 -0.07
H -3.79928 -0.03375 -1.74558 -0.06 -0.04 0.09
H -1.88594 -1.02212 -1.54540 0.01 -0.03 0.09
H -3.23660 -3.80660 0.36397 -0.10 0.01 0.11
H 6.23543 1.89501 -1.49419 0.08 0.08 -0.05
H -0.68218 -3.45898 -3.08014 0.11 0.02 -0.11
H -4.50084 2.28817 -1.71106 0.08 -0.09 0.08
H -1.29643 -4.65859 -0.98700 -0.02 0.06 -0.01
H -2.75942 4.36836 0.05720 0.03 0.04 0.04
H -0.84942 -2.91653 0.58258 0.11 0.01 -0.01
H 0.44262 2.19486 -1.24950 0.01 -0.01 -0.11


69
Properties=species:S:1:pos:R:3:forces:R:3 method="wB97M-V/def2-TZVPD" e_lumo_ev=-5.3602 spin_multiplicity=1 e_homo_ev=-12.665 homo_lumo_gap_ev=7.3 charge=+1
P 0.45472 -2.40418 -0.92360 -4.44 -3.15 0.45
F -2.31099 2.41939 3.38787 1.93 -2.05 -2.77
F -1.37392 2.81114 1.34860 -0.20 -2.25 2.22
F -2.15777 0.70334 1.77882 1.29 2.59 1.58
O -0.07172 0.23624 3.75591 0.39 1.69 -0.02
O 0.93667 -3.94697 -0.31644 1.17 3.85 -1.26
O 2.02187 0.33518 1.86017 0.22 0.75 -3.12
O -0.82884 -2.64536 -1.72095 3.29 1.29 1.52
O 0.07116 -1.46106 0.43235 1.33 -0.87 -1.94
O 3.66956 -0.80016 0.77287 -3.35 3.28 -0.71
N -1.35901 0.92695 -2.95850 -2.03 1.74 2.56
N 2.03925 1.97243 -3.48443 0.65 -1.74 3.19
N -0.05596 -5.83400 -3.50570 -3.26 2.03 -0.37
N 2.44434 4.26431 4.71505 0.01 -3.57 1.51
C -1.06126 -5.22181 -3.62085 2.52 -1.13 0.23
C 2.45353 3.18609 5.20026 -0.26 2.35 -1.31
C -0.03019 1.42924 2.93844 0.24 -0.05 0.12
C -2.33754 -4.44351 -3.76719 0.43 -0.56 0.27
C -4.32392 3.22023 -3.00795 -0.04 0.04 -0.04
C -1.49824 1.81204 2.37794 -0.73 0.96 0.09
C 2.09177 -0.18773 -1.94630 0.40 3.21 -0.95
C -2.06040 1.45082 -2.16362 1.83 -1.21 -1.65
C 2.65139 2.25182 -0.99644 -0.96 -2.52 -2.52
C -3.53659 -5.34433 -3.46132 -0.18 -0.33 -0.09
C 4.93599 2.00267 6.38718 0.07 0.01 -0.03
C 2.42180 2.83928 -2.40093 0.11 -2.77 2.23
C 2.49739 0.70207 -0.74671 -1.20 1.82 -3.09
C 3.52844 1.73832 6.91103 0.37 -0.02 0.23
C -2.96114 2.11475 -1.16186 0.13 -0.46 -0.69
C 1.91668 -1.77056 -1.93459 1.12 0.91 -0.32
C -3.63559 -6.54132 -4.40145 -0.09 -0.08 0.01
C 2.46242 1.81108 5.81511 0.11 0.88 -0.15
C -4.34925 2.32833 -1.77106 -0.28 0.10 -0.32
C 2.75938 0.05695 0.68728 2.14 -2.92 1.24
C 0.93210 1.26154 1.63808 -1.36 1.95 0.06
C 1.86936 0.53823 -3.32317 0.78 1.06 2.85
H 1.92426 -3.97068 -0.43207 -1.16 -0.46 0.44
H 1.91272 2.40549 -4.41989 -0.01 -0.61 0.91
H -4.78890 1.36239 -2.03925 0.08 0.05 0.14
H -2.31830 -3.59665 -3.07805 0.25 -0.14 -0.09
H -5.00213 2.78119 -1.01953 0.15 -0.11 0.05
H -2.52149 3.06967 -0.86305 0.07 -0.13 -0.10
H 2.55166 3.95591 -2.60247 -0.29 -1.93 0.17
H -3.90155 4.20248 -2.77462 -0.05 -0.06 -0.04
H -5.33656 3.36787 -3.39023 0.11 0.03 0.05
H 0.24533 1.00496 0.76345 1.29 -0.15 1.03
H -2.76690 -7.19846 -4.30999 -0.02 0.10 -0.03
H -3.71349 -6.21620 -5.44345 0.01 -0.06 0.07
H 2.92642 2.87054 -0.07802 -0.37 -0.64 -1.83
H 5.03061 3.01148 5.97687 -0.05 -0.08 0.00
H -3.03365 1.48290 -0.27418 0.15 0.02 -0.17
H 5.66481 1.91219 7.19580 -0.07 -0.03 -0.10
H 1.75374 -2.11616 -3.02681 -0.10 0.44 1.91
H -4.45467 -4.75442 -3.53925 0.14 0.07 0.05
H 3.50055 0.74604 7.37034 -0.15 0.08 -0.07
H 2.66158 1.06941 5.03515 0.07 0.15 -0.06
H 0.30350 2.32489 3.56433 -0.48 -1.09 -0.98
H -4.51977 -7.13824 -4.16462 0.06 0.06 -0.07
H 1.56798 -0.03910 -4.25666 0.40 0.96 1.49
H -0.87698 -1.20102 0.44851 0.64 -0.53 -0.42
H -3.73488 2.77487 -3.81419 0.00 0.02 0.08
H -2.40233 -4.05066 -4.78587 0.12 -0.12 0.03
H -3.47367 -5.70741 -2.43047 0.04 0.15 -0.06
H 1.47524 1.60114 6.23787 0.00 0.18 -0.04
H 1.33899 2.32451 1.42795 -0.56 -1.72 0.39
H 2.90091 -2.27915 -1.59767 -1.55 1.04 -0.31
H 5.20449 1.28592 5.60499 0.01 0.06 0.06
H 0.37624 0.43892 4.62296 -0.78 -0.27 -1.41
H 3.30077 2.46388 7.69820 -0.12 -0.11 -0.10